(1)
The following is a quantum chemistry calculation of 10 unconnected molecules or ions with the total composition C28H56Cl8O6, from the OMol25 dataset.

Structure (XYZ):
```
98
C28H56Cl8O6 (the ωB97M-V functional and the def2-TZVPD basis)
C 3.67 -0.03 1.99
C 2.82 -0.33 3.20
C 3.38 0.61 4.20
O 3.72 1.78 3.44
C 3.92 1.45 2.08
H 3.25 -0.24 1.00
H 4.63 -0.53 2.07
H 2.88 -1.36 3.55
H 1.77 -0.16 2.94
H 4.27 0.25 4.72
H 2.61 0.98 4.89
H 4.90 1.74 1.69
H 3.15 2.03 1.57
C -2.62 -6.24 3.33
C -1.15 -6.06 3.06
C -1.01 -4.71 2.37
O -2.22 -3.98 2.63
C -3.05 -4.82 3.54
H -2.80 -6.85 4.21
H -3.23 -6.70 2.55
H -0.68 -6.79 2.41
H -0.67 -6.02 4.04
H -0.84 -4.89 1.30
H -0.22 -4.11 2.83
H -4.08 -4.54 3.31
H -2.84 -4.61 4.59
C 1.20 1.74 -5.56
C 1.26 0.23 -5.80
C 1.34 -0.35 -4.42
O 2.03 0.66 -3.60
C 1.62 1.94 -4.08
H 0.21 2.10 -5.83
H 1.85 2.29 -6.25
H 2.17 -0.06 -6.32
H 0.38 -0.06 -6.36
H 1.97 -1.23 -4.34
H 0.36 -0.65 -4.04
H 2.45 2.64 -4.02
H 0.76 2.31 -3.51
C -4.05 1.48 -2.99
C -3.87 0.79 -4.34
C -2.38 0.48 -4.36
O -1.76 1.39 -3.50
C -2.61 1.47 -2.37
H -4.74 0.85 -2.43
H -4.48 2.48 -3.11
H -4.02 1.48 -5.16
H -4.55 -0.06 -4.48
H -1.97 0.56 -5.37
H -2.07 -0.54 -4.12
H -2.39 2.39 -1.84
H -2.41 0.70 -1.62
C 0.80 5.49 2.40
C 1.56 4.39 3.12
C 0.45 3.33 3.22
O -0.42 3.49 2.10
C -0.17 4.73 1.46
H 1.56 6.06 1.87
H 0.28 6.07 3.16
H 1.99 4.73 4.07
H 2.40 4.01 2.54
H -0.11 3.46 4.14
H 0.85 2.32 3.27
H -1.07 5.33 1.36
H 0.30 4.54 0.49
C -0.14 0.78 0.27
C -1.16 -0.15 0.83
C -0.43 -1.49 0.91
O 0.59 -1.38 -0.07
C 0.56 -0.11 -0.74
H 0.52 1.17 1.05
H -0.60 1.63 -0.24
H -2.06 -0.27 0.22
H -1.57 0.24 1.76
H -1.08 -2.31 0.61
H 0.00 -1.59 1.91
H 0.03 -0.17 -1.69
H 1.59 0.17 -0.98
Cl 3.66 -3.21 -0.56
C 2.38 -3.78 0.50
Cl 2.95 -5.17 1.42
H 2.13 -2.98 1.20
H 1.50 -4.09 -0.06
Cl -5.71 -2.99 0.09
C -4.10 -3.45 -0.57
Cl -3.54 -2.33 -1.83
H -3.37 -3.55 0.23
H -4.17 -4.44 -1.02
Cl 5.79 -0.07 -3.12
C 4.89 0.78 -1.79
Cl 5.96 1.54 -0.61
H 4.33 1.54 -2.32
H 4.17 0.11 -1.30
Cl -4.49 3.89 -0.27
C -3.37 3.39 1.07
Cl -3.88 1.87 1.88
H -2.38 3.30 0.62
H -3.24 4.25 1.73
```

SMILES string	C1CCOC1.C1CCOC1.C1CCOC1.C1CCOC1.C1CCOC1.C1CCOC1.ClCCl.ClCCl.ClCCl.ClCCl
net charge	0
highest occupied orbital energy	-9.50	eV
LUMO	0.48	eV
energy relative to the best compared isomer or geometry (same formula, charge and spin)	0.509	eV
calculated total energy	-142405.4901	eV

***

(2)
The following is a quantum chemistry calculation of 7 unconnected molecules or ions with the total composition C28H56O14S7, from the OMol25 dataset.

Structure (XYZ):
```
105
C28H56O14S7 (the ωB97M-V functional and the def2-TZVPD basis)
O -24.45 -60.37 -44.37
S -25.49 -60.77 -45.17
O -25.33 -61.89 -46.12
C -26.82 -61.15 -44.19
C -27.44 -59.74 -43.99
C -27.26 -58.99 -45.25
C -26.16 -59.40 -45.99
H -26.47 -61.77 -43.18
H -27.45 -61.96 -44.74
H -28.39 -59.74 -43.73
H -26.91 -59.23 -43.31
H -27.33 -58.03 -45.12
H -28.40 -59.17 -45.71
H -25.27 -58.82 -46.51
H -26.57 -59.73 -47.01
O -22.85 -53.66 -36.38
S -21.61 -53.49 -36.95
O -20.40 -53.84 -36.22
C -21.68 -54.35 -38.55
C -21.78 -53.32 -39.66
C -22.11 -51.97 -38.95
C -21.35 -51.88 -37.73
H -22.54 -54.95 -38.46
H -20.85 -55.01 -38.61
H -20.83 -53.29 -40.14
H -22.40 -53.63 -40.60
H -23.19 -51.95 -38.65
H -21.96 -51.27 -39.75
H -21.52 -51.17 -36.99
H -20.25 -52.03 -37.89
O -15.34 -53.40 -39.40
S -16.77 -53.55 -39.52
O -17.81 -52.63 -39.00
C -17.31 -53.79 -41.15
C -18.11 -55.04 -41.13
C -17.53 -56.04 -40.10
C -17.13 -55.22 -38.97
H -16.44 -53.77 -41.85
H -17.93 -52.95 -41.38
H -19.26 -54.84 -40.86
H -18.21 -55.45 -41.97
H -16.76 -56.49 -40.68
H -18.32 -56.61 -39.81
H -16.18 -55.74 -38.53
H -17.83 -55.25 -38.28
O -27.98 -56.75 -42.01
S -26.88 -55.86 -42.21
O -26.25 -55.91 -43.50
C -27.32 -54.17 -41.77
C -26.42 -53.81 -40.65
C -25.99 -55.02 -39.91
C -25.73 -56.07 -40.86
H -28.20 -54.11 -41.57
H -27.34 -53.41 -42.68
H -25.59 -53.24 -41.09
H -26.86 -53.24 -39.75
H -26.59 -55.43 -39.10
H -25.12 -54.88 -39.15
H -25.71 -57.19 -40.52
H -24.59 -56.02 -41.20
O -21.45 -56.72 -40.65
S -21.07 -57.90 -41.30
O -19.86 -57.90 -42.04
C -21.11 -59.19 -40.21
C -22.32 -60.14 -40.74
C -23.23 -59.37 -41.67
C -22.36 -58.54 -42.37
H -21.15 -58.84 -39.27
H -20.08 -59.70 -40.09
H -21.53 -60.76 -41.43
H -22.81 -60.49 -39.82
H -23.88 -58.70 -40.84
H -23.81 -59.91 -42.31
H -22.84 -57.65 -42.62
H -21.94 -58.98 -43.28
O -23.69 -53.16 -43.04
S -22.86 -53.30 -44.16
O -23.26 -52.69 -45.43
C -21.29 -52.91 -43.76
C -20.58 -54.28 -43.71
C -21.23 -55.17 -44.76
C -22.66 -55.08 -44.49
H -21.16 -52.15 -42.83
H -20.87 -52.22 -44.34
H -19.47 -54.25 -43.83
H -20.60 -54.61 -42.75
H -20.62 -56.22 -44.57
H -21.13 -54.80 -45.69
H -22.88 -55.49 -43.78
H -23.23 -55.36 -45.40
O -20.77 -60.48 -37.21
S -19.78 -61.41 -37.66
O -18.63 -60.93 -38.25
C -19.41 -62.48 -36.30
C -19.97 -63.86 -36.80
C -20.98 -63.55 -37.78
C -20.54 -62.59 -38.70
H -19.94 -61.99 -35.41
H -18.65 -62.35 -35.73
H -19.11 -64.39 -37.35
H -20.23 -64.49 -35.96
H -21.72 -63.04 -37.16
H -21.44 -64.42 -38.18
H -21.49 -62.30 -39.22
H -19.76 -62.97 -39.39
```

SMILES string	O=S1(=O)CCCC1.O=S1(=O)CCCC1.O=S1(=O)CCCC1.O=S1(=O)CCCC1.O=S1(=O)CCCC1.O=S1(=O)CCCC1.O=S1(=O)CCCC1
net charge	0
highest occupied orbital energy	-9.97	eV
LUMO	0.18	eV
energy relative to the best compared isomer or geometry (same formula, charge and spin)	15.453	eV
calculated total energy	-134438.4682	eV

***

(3)
The following is a quantum chemistry calculation of 9 unconnected molecules or ions with the total composition C28H56O21S4, from the OMol25 dataset.

Structure (XYZ):
```
109
C28H56O21S4 (the ωB97M-V functional and the def2-TZVPD basis)
O -1.13 4.16 -8.58
S -1.61 3.96 -7.23
O -0.76 3.43 -6.13
O -2.78 5.03 -6.81
C -4.03 4.90 -7.56
C -4.14 3.46 -7.38
O -2.85 2.85 -7.49
H -4.79 5.45 -7.01
H -3.90 5.09 -8.62
H -4.70 2.91 -8.13
H -4.44 3.23 -6.36
O 3.16 -7.94 4.19
S 4.09 -6.95 3.58
O 5.41 -7.40 3.11
O 3.47 -6.14 2.28
C 3.95 -4.85 2.11
C 4.18 -4.38 3.58
O 4.22 -5.54 4.44
H 4.82 -5.02 1.47
H 3.15 -4.30 1.63
H 3.26 -3.84 3.82
H 5.09 -3.83 3.80
O -3.17 0.51 2.27
S -1.75 0.50 1.96
O -0.81 0.03 2.95
O -1.52 -0.45 0.56
C -1.06 0.34 -0.56
C -0.54 1.65 0.13
O -1.37 1.93 1.21
H -0.30 -0.34 -0.95
H -1.80 0.63 -1.30
H -0.51 2.44 -0.63
H 0.44 1.56 0.59
O -9.01 3.29 3.45
S -8.45 4.56 2.95
O -8.31 5.79 3.78
O -7.10 4.30 2.08
C -7.42 3.73 0.84
C -8.80 4.27 0.39
O -9.31 4.95 1.52
H -6.66 4.13 0.16
H -7.31 2.67 0.65
H -9.33 3.35 0.16
H -8.72 4.97 -0.44
C -3.26 -7.44 2.25
C -3.06 -8.82 1.59
C -4.25 -8.97 0.69
O -5.03 -7.81 0.84
C -4.17 -6.73 1.25
H -2.32 -6.91 2.37
H -3.70 -7.57 3.24
H -2.98 -9.51 2.44
H -2.07 -8.89 1.14
H -4.86 -9.86 0.82
H -3.81 -8.95 -0.31
H -4.63 -5.83 1.65
H -3.56 -6.28 0.46
C 8.93 1.13 -1.91
C 8.26 2.18 -1.00
C 6.82 2.35 -1.48
O 6.48 1.12 -2.20
C 7.71 0.50 -2.56
H 9.78 0.60 -1.48
H 9.39 1.63 -2.76
H 8.67 3.18 -1.13
H 8.33 1.96 0.07
H 6.73 3.11 -2.25
H 6.05 2.52 -0.73
H 7.83 0.33 -3.63
H 7.68 -0.48 -2.07
C 2.65 -4.19 -5.51
C 3.89 -5.02 -5.94
C 3.61 -6.34 -5.05
O 2.20 -6.40 -4.98
C 1.77 -5.07 -4.71
H 2.17 -3.72 -6.37
H 3.07 -3.52 -4.75
H 4.86 -4.55 -5.85
H 3.79 -5.16 -7.02
H 4.04 -6.15 -4.07
H 3.97 -7.24 -5.56
H 1.64 -4.87 -3.64
H 0.74 -4.85 -5.00
C 1.88 8.87 -3.66
C 3.36 8.92 -3.49
C 3.59 10.07 -2.63
O 2.33 10.61 -2.33
C 1.43 9.55 -2.40
H 1.49 7.85 -3.64
H 1.55 9.43 -4.54
H 3.78 9.01 -4.49
H 3.71 8.05 -2.93
H 4.25 10.87 -2.97
H 4.07 9.54 -1.81
H 0.46 10.04 -2.37
H 1.50 8.98 -1.48
C -2.86 -1.61 9.85
C -2.52 -0.06 9.72
C -2.61 0.42 11.12
O -2.18 -0.68 12.01
C -2.27 -1.93 11.29
H -2.51 -2.35 9.12
H -3.93 -1.69 10.03
H -3.32 0.44 9.18
H -1.50 0.10 9.37
H -3.61 0.68 11.48
H -1.95 1.29 11.17
H -3.01 -2.58 11.76
H -1.30 -2.43 11.30
```

SMILES string	O=S1(=O)OCCO1.O=S1(=O)OCCO1.O=S1(=O)OCCO1.O=S1(=O)OCCO1.C1CCOC1.C1CCOC1.C1CCOC1.C1CCOC1.C1CCOC1
net charge	0
highest occupied orbital energy	-9.44	eV
LUMO	-0.26	eV
energy relative to the best compared isomer or geometry (same formula, charge and spin)	6.733	eV
calculated total energy	-116269.7385	eV

***

(4)
The following is a quantum chemistry calculation of 7 unconnected molecules or ions with the total composition C28H56O7, from the OMol25 dataset.

Structure (XYZ):
```
91
C28H56O7 (the ωB97M-V functional and the def2-TZVPD basis)
C -2.91 -12.82 12.67
C -3.97 -11.78 12.69
C -4.66 -12.03 14.01
O -3.91 -13.05 14.68
C -2.55 -13.09 14.11
H -1.99 -12.65 12.11
H -3.39 -13.73 12.30
H -4.52 -12.00 11.78
H -3.40 -10.85 12.58
H -5.71 -12.31 13.96
H -4.68 -11.16 14.67
H -2.12 -14.05 14.41
H -1.92 -12.34 14.59
C -10.45 -3.08 15.17
C -9.43 -4.17 15.33
C -9.00 -3.98 16.77
O -10.03 -3.17 17.40
C -11.12 -2.92 16.52
H -11.13 -3.38 14.37
H -10.03 -2.16 14.77
H -8.54 -4.18 14.70
H -9.85 -5.17 15.18
H -8.06 -3.46 17.00
H -8.80 -4.96 17.21
H -11.42 -1.90 16.74
H -11.95 -3.63 16.57
C -4.20 -2.09 13.73
C -5.38 -1.43 13.07
C -6.62 -2.16 13.58
O -6.11 -3.55 13.72
C -4.70 -3.56 13.87
H -4.08 -1.81 14.78
H -3.23 -2.01 13.23
H -5.25 -1.48 11.99
H -5.37 -0.36 13.30
H -7.47 -2.24 12.90
H -6.99 -1.72 14.51
H -4.43 -4.02 12.92
H -4.35 -4.21 14.67
C -6.42 -7.72 8.37
C -6.26 -6.28 8.79
C -5.85 -6.32 10.26
O -5.37 -7.66 10.55
C -5.88 -8.63 9.56
H -5.99 -7.85 7.38
H -7.47 -7.97 8.25
H -7.18 -5.72 8.63
H -5.56 -5.78 8.13
H -6.75 -6.08 10.82
H -5.13 -5.59 10.62
H -6.73 -9.14 10.01
H -5.21 -9.37 9.12
C -9.60 -7.01 11.00
C -11.13 -7.26 11.07
C -11.76 -6.02 11.78
O -10.74 -5.03 11.74
C -9.58 -5.47 11.12
H -9.24 -7.41 10.05
H -9.09 -7.59 11.78
H -11.33 -8.20 11.58
H -11.45 -7.28 10.03
H -12.03 -6.13 12.83
H -12.75 -5.84 11.37
H -8.68 -5.06 11.58
H -9.54 -5.09 10.10
C -5.93 -13.97 16.97
C -6.19 -12.98 17.98
C -7.63 -13.03 18.48
O -8.11 -14.25 18.01
C -7.00 -14.98 17.49
H -4.95 -14.34 16.67
H -6.29 -13.58 16.02
H -6.02 -11.97 17.61
H -5.58 -13.06 18.88
H -8.08 -12.13 18.06
H -7.65 -13.06 19.57
H -7.22 -15.67 16.68
H -6.51 -15.56 18.28
C -7.26 -7.24 14.41
C -7.65 -7.60 15.82
C -8.21 -9.05 15.73
O -7.54 -9.63 14.59
C -6.70 -8.60 13.95
H -6.63 -6.36 14.30
H -8.19 -7.10 13.86
H -8.47 -7.01 16.22
H -6.82 -7.55 16.52
H -9.27 -8.92 15.48
H -8.20 -9.55 16.70
H -6.83 -8.61 12.87
H -5.74 -8.86 14.39
```

SMILES string	C1CCOC1.C1CCOC1.C1CCOC1.C1CCOC1.C1CCOC1.C1CCOC1.C1CCOC1
net charge	0
highest occupied orbital energy	-9.33	eV
LUMO	0.62	eV
energy relative to the best compared isomer or geometry (same formula, charge and spin)	3.157	eV
calculated total energy	-44270.3168	eV

***

Q: Which value of highest occupied orbital energy does entry 2 give?
A: -9.97 eV